#a
This record from OMol25 describes a structure of composition C4H10NO2. The level of theory is ωB97M-V with the def2-TZVPD basis set.

Cartesian coordinates (Å):
1 C 0.193 -1.586 -0.420
2 O -2.248 1.784 1.031
3 C -0.965 -0.681 -1.005
4 C 0.478 -0.142 -0.741
5 C 2.256 -0.076 0.218
6 O 2.679 1.075 0.589
7 N -2.101 -0.583 -0.059
8 H 0.166 -1.744 0.650
9 H 0.599 -2.309 -1.112
10 H -1.226 -0.411 -2.151
11 H 0.864 0.172 -1.690
12 H 0.271 0.675 -0.046
13 H 1.891 -0.806 1.149
14 H 2.905 -0.783 -0.474
15 H -1.592 1.739 1.706
16 H -2.247 -1.326 0.599
17 H -2.147 0.907 0.506

charge	-1
HOMO	-2.86	eV
frontier orbital gap	6.564	eV

=====

#b
This record from OMol25 describes a structure of composition C4H10NO2. The level of theory is ωB97M-V with the def2-TZVPD basis set.

Cartesian coordinates (Å):
1 C 0.734 0.022 0.380
2 C 0.607 -0.262 -1.103
3 C 0.914 1.076 -1.876
4 O -0.059 1.961 -2.095
5 N -0.614 0.173 0.977
6 C -1.631 -1.237 1.871
7 O -1.889 -1.190 3.070
8 H 1.314 -0.810 0.867
9 H 1.492 0.877 0.615
10 H 1.336 -0.998 -1.478
11 H -0.433 -0.552 -1.234
12 H 1.738 1.543 -1.298
13 H 1.402 0.609 -2.812
14 H -0.957 0.827 0.183
15 H -0.853 1.054 1.454
16 H -2.302 -1.210 0.930
17 H -0.800 -1.882 1.549

charge	-1
HOMO	-2.89	eV
frontier orbital gap	6.743	eV

=====

Least stable structure: #a